Computed, not measured: a 9-piece molecular cluster, C42H102O12S4 overall at a distorted geometry, with wB97M-V/def2-TZVPD.

Structure (XYZ):
```
160
Properties=species:S:1:pos:R:3:mulliken_charge:R:1
C -6.0772 -8.9692 7.6417 -1.17
C -7.4509 -8.7928 6.9206 -0.22
O -7.2346 -7.9121 5.8728 -0.25
S -8.4904 -7.4307 4.8726 1.10
C -7.6456 -6.1125 3.9527 -0.83
O -8.8394 -8.6023 4.0372 -0.61
O -9.5043 -6.9082 5.7315 -0.61
H -5.7534 -8.0405 8.1115 0.31
H -5.3082 -8.9456 6.8695 0.32
H -5.9075 -9.8701 8.2314 0.35
H -7.8161 -9.7691 6.6020 0.33
H -8.1247 -8.3592 7.6595 0.30
H -6.8993 -6.7475 3.4752 0.31
H -7.1857 -5.3520 4.5837 0.31
H -8.3683 -5.5898 3.3262 0.36
C 2.5389 3.1044 -1.3197 -1.10
C 1.0688 3.0716 -1.6294 -0.28
O 0.9972 1.7554 -2.1889 -0.31
S 0.5157 0.4976 -1.2958 1.18
C -1.3139 0.8137 -1.1974 -0.86
O 0.7012 -0.7727 -1.9858 -0.59
O 1.0299 0.8258 0.0360 -0.60
H 3.1298 2.9188 -2.2166 0.29
H 2.7848 2.2756 -0.6558 0.29
H 2.9506 4.0012 -0.8569 0.37
H 0.5309 3.3519 -0.7237 0.31
H 0.7881 3.7989 -2.3912 0.35
H -1.7032 0.2797 -0.3305 0.32
H -1.7951 0.4927 -2.1212 0.32
H -1.3827 1.9003 -1.2483 0.31
C -4.8858 -2.2736 10.6373 -1.12
C -3.3257 -2.2453 10.3868 -0.24
O -3.0744 -3.1279 9.2868 -0.35
S -2.6321 -2.6048 7.7813 1.12
C -0.7939 -2.3834 8.0345 -0.91
O -2.9026 -3.6514 6.8265 -0.57
O -3.2189 -1.2984 7.5538 -0.59
H -5.0641 -2.2252 11.7116 0.32
H -5.4696 -3.0430 10.1323 0.32
H -5.4428 -1.4051 10.2857 0.33
H -2.9571 -1.2786 10.0435 0.31
H -2.6967 -2.4942 11.2415 0.38
H -0.2967 -2.2654 7.0717 0.37
H -0.3597 -3.3216 8.3800 0.33
H -0.5482 -1.5987 8.7500 0.30
C 7.1730 11.8505 -5.0608 -1.22
C 5.8977 12.2232 -5.8447 -0.25
O 5.1737 10.9979 -6.0311 -0.28
S 3.5553 11.0537 -6.3712 1.10
C 3.5618 12.1151 -7.9396 -0.91
O 3.1324 9.6772 -6.6741 -0.58
O 2.8027 11.8492 -5.3637 -0.59
H 7.7842 11.1440 -5.6224 0.31
H 6.8419 11.4530 -4.1014 0.31
H 7.7751 12.7566 -4.9932 0.38
H 5.2184 12.8495 -5.2664 0.39
H 6.1232 12.7226 -6.7870 0.32
H 4.4928 11.8814 -8.4561 0.32
H 3.6567 13.1634 -7.6565 0.33
H 2.6514 11.8695 -8.4863 0.36
C 0.5594 6.6881 5.9377 -1.10
C 1.2632 5.3970 5.6226 -0.61
C 2.8316 5.5676 5.4219 -0.78
C 3.4288 6.3248 6.6539 -0.51
C 5.0295 6.2021 6.8845 -0.59
C 5.7547 6.2324 5.6102 -1.13
H -0.4708 6.5931 5.5944 0.38
H 1.0639 7.5783 5.5621 0.30
H 0.3427 6.6914 7.0059 0.25
H 1.1192 4.5541 6.2987 0.42
H 0.8443 4.9749 4.7091 0.34
H 2.9117 6.0444 4.4450 0.34
H 3.3034 4.6043 5.2282 0.40
H 3.1322 7.3734 6.6322 0.33
H 3.0373 5.7717 7.5076 0.28
H 5.5342 6.7178 7.7015 0.46
H 5.1597 5.2199 7.3388 0.28
H 5.4356 5.6238 4.7641 0.30
H 5.8275 7.2033 5.1202 0.29
H 6.7627 5.9854 5.9433 0.35
C 11.4304 3.9818 -3.2287 -1.24
C 10.1772 3.0660 -3.2545 -0.28
C 10.2986 1.8769 -4.2160 -0.63
C 9.2241 0.8032 -4.2527 -0.83
C 9.1366 -0.0669 -2.9163 -0.14
C 8.0835 -1.1358 -3.0095 -1.37
H 11.3021 4.8446 -2.5750 0.36
H 11.6530 4.4442 -4.1903 0.31
H 12.3376 3.4539 -2.9348 0.33
H 9.8324 2.7546 -2.2685 0.33
H 9.4099 3.7720 -3.5719 0.24
H 11.1906 1.2959 -3.9818 0.29
H 10.3914 2.2779 -5.2253 0.32
H 8.2477 1.1578 -4.5830 0.41
H 9.3653 0.1447 -5.1098 0.37
H 10.0373 -0.6291 -2.6695 0.27
H 8.8725 0.5033 -2.0256 0.24
H 8.3433 -1.8948 -3.7475 0.32
H 7.9875 -1.8302 -2.1748 0.38
H 7.1177 -0.6788 -3.2248 0.32
C -0.0303 -10.6116 -0.2311 -1.14
C -0.2822 -11.5095 0.9971 -0.50
C 0.2383 -12.9297 0.8034 -0.87
C -0.8921 -13.9366 0.4347 -0.43
C -0.4321 -15.3437 0.1525 -0.48
C -1.5337 -16.3765 0.3420 -1.28
H -0.2000 -11.3076 -1.0526 0.30
H 1.0045 -10.2781 -0.3096 0.30
H -0.7200 -9.7677 -0.2469 0.33
H 0.1900 -10.9510 1.8053 0.36
H -1.3505 -11.6183 1.1843 0.33
H 0.7643 -13.1821 1.7241 0.40
H 1.0802 -13.0289 0.1181 0.40
H -1.6822 -13.8962 1.1845 0.32
H -1.3081 -13.4620 -0.4540 0.26
H -0.0637 -15.5231 -0.8575 0.33
H 0.5215 -15.5394 0.6427 0.37
H -2.4600 -16.0273 -0.1143 0.30
H -1.3916 -17.4160 0.0465 0.38
H -1.7758 -16.4215 1.4038 0.32
C -9.2061 2.7037 2.3298 -1.17
C -9.9892 3.4473 1.3025 -0.45
C -9.7363 4.9735 1.2387 -0.65
C -8.2826 5.3617 1.1829 -0.51
C -8.1186 6.8503 0.9718 -0.36
C -6.6824 7.3012 0.7357 -1.29
H -9.7072 1.7424 2.4438 0.37
H -9.2272 3.1179 3.3378 0.31
H -8.1690 2.5390 2.0377 0.29
H -9.8521 3.2221 0.2449 0.27
H -11.0397 3.2275 1.4929 0.33
H -10.3291 5.3849 2.0556 0.33
H -10.1225 5.4222 0.3234 0.28
H -7.8065 4.9805 2.0863 0.32
H -7.7406 4.8494 0.3880 0.33
H -8.6686 7.2745 0.1318 0.36
H -8.3927 7.4142 1.8635 0.25
H -6.3066 6.7049 -0.0957 0.33
H -6.5818 8.3856 0.6908 0.36
H -6.1178 6.9750 1.6092 0.30
C -2.0790 0.1835 -9.2512 -1.22
C -0.8313 0.3191 -10.0376 -0.36
C -0.3300 -0.9797 -10.6819 -0.76
C -0.0873 -2.1021 -9.6829 -0.50
C 0.6489 -3.3282 -10.2628 -0.41
C 0.6783 -4.4936 -9.2390 -1.23
H -2.9075 -0.1395 -9.8815 0.30
H -2.3699 1.1250 -8.7853 0.37
H -2.0603 -0.4975 -8.4003 0.30
H -0.9200 0.9678 -10.9091 0.29
H -0.0621 0.8327 -9.4608 0.30
H 0.6001 -0.6693 -11.1580 0.32
H -0.8696 -1.4205 -11.5202 0.34
H 0.5330 -1.7705 -8.8503 0.26
H -1.0450 -2.4391 -9.2862 0.35
H 0.1350 -3.6675 -11.1622 0.34
H 1.6632 -3.0469 -10.5461 0.31
H -0.3404 -4.5959 -8.8649 0.31
H 0.9842 -5.4631 -9.6320 0.37
H 1.3424 -4.3584 -8.3854 0.31
```

Summary:
- Net charge: 0
- LUMO: 0.4666 eV
- Orbital gap: 10.97 eV
- SMILES: CCOS(C)(=O)=O.CCOS(C)(=O)=O.CCOS(C)(=O)=O.CCOS(C)(=O)=O.CCCCCC.CCCCCC.CCCCCC.CCCCCC.CCCCCC